The molecule C22H28F3N3O2. Source: OMol25; level of theory: wB97M-V/def2-TZVPD.

The molar mass is 423.48 g/mol. The net charge is 0. The SMILES is CCOC(=O)C1(Cc2ccccc2C(F)(F)F)CCN(CCCn2cccn2)CC1. The frontier orbital gap is 8.87 eV. For the HOMO energy, the calculation gives -8.10 eV. The value obtained for the LUMO energy is 0.0283 hartree. The calculation puts the maximum force at 0.79 eV/Å. The relative energy (zero: lowest compared OMol25 entry of this formula, charge and spin) comes out at 28.3 kcal/mol.

The geometry in XYZ format:
```
58
C22H28F3N3O2 wB97M-V/def2-TZVPD
C -1.90 2.10 3.46
C -0.51 1.67 3.01
O -0.49 1.23 1.65
C -0.82 -0.05 1.42
O -1.16 -0.81 2.28
C -0.63 -0.41 -0.06
C -1.71 0.30 -0.93
C -1.88 1.76 -0.68
C -0.94 2.66 -1.17
C -1.04 4.02 -0.93
C -2.10 4.52 -0.19
C -3.07 3.66 0.27
C -2.96 2.29 0.03
C -4.09 1.40 0.50
F -3.70 0.37 1.26
F -4.77 0.86 -0.54
F -5.00 2.06 1.23
C -0.81 -1.93 -0.23
C 0.33 -2.72 0.42
N 1.64 -2.31 -0.01
C 2.04 -2.78 -1.33
C 3.00 -3.97 -1.18
C 4.27 -3.54 -0.45
N 5.06 -2.64 -1.25
C 5.98 -2.97 -2.18
C 6.43 -1.79 -2.74
C 5.71 -0.80 -2.07
N 4.89 -1.32 -1.18
C 1.83 -0.89 0.22
C 0.79 -0.02 -0.49
H -2.59 1.26 3.40
H -1.85 2.45 4.49
H -2.27 2.91 2.83
H -0.16 0.85 3.64
H 0.19 2.50 3.04
H -2.65 -0.23 -0.79
H -1.41 0.16 -1.98
H -0.13 2.29 -1.77
H -0.29 4.69 -1.32
H -2.18 5.58 0.00
H -3.92 4.04 0.81
H -0.86 -2.15 -1.30
H -1.76 -2.23 0.22
H 0.20 -3.79 0.19
H 0.27 -2.60 1.50
H 2.56 -1.98 -1.86
H 1.18 -3.09 -1.93
H 2.51 -4.75 -0.59
H 3.24 -4.37 -2.16
H 3.99 -3.01 0.46
H 4.88 -4.41 -0.20
H 6.25 -3.99 -2.37
H 7.17 -1.67 -3.50
H 5.76 0.27 -2.20
H 2.84 -0.62 -0.11
H 1.77 -0.73 1.30
H 0.98 1.03 -0.25
H 0.89 -0.16 -1.57
```